DFT (the ωB97M-V functional and the def2-TZVPD basis) results for the molecule C6H14N2O2 in a non-equilibrium geometry.

Bonds (Å) are listed after each position.
Cartesian coordinates (Å):
1 C 1.426 -0.081 0.062  C2 1.555, C3 1.588, H9 1.050, N21 1.389
2 C 2.925 -0.437 -0.144  C1 1.555, O23 1.216, O24 1.352
3 C 0.960 1.341 -0.469  C1 1.588, C4 1.500, H10 1.185, H11 1.130
4 C -0.506 1.465 -0.174  C3 1.500, C5 1.571, H12 1.076, H13 1.169
5 C -1.598 0.520 -0.792  C4 1.571, C6 1.557, H14 1.081, H15 1.051
6 C -2.143 -0.362 0.370  C5 1.557, H16 1.223, H17 1.062, N22 1.434
7 H 0.924 -1.150 1.734  N21 1.081
8 H 1.813 0.179 1.963  N21 1.017
9 H 0.995 -0.929 -0.382  C1 1.050
10 H 1.581 2.147 0.138  C3 1.185
11 H 1.168 1.516 -1.565  C3 1.130
12 H -0.790 1.521 0.863  C4 1.076
13 H -0.889 2.555 -0.349  C4 1.169
14 H -1.090 -0.183 -1.437  C5 1.081
15 H -2.280 1.009 -1.425  C5 1.051
16 H -1.055 -0.517 0.907  C6 1.223
17 H -2.865 0.240 0.865  C6 1.062
18 H -2.366 -2.404 0.393  N22 1.022
19 H -3.802 -1.658 0.021  N22 1.026
20 H 2.359 -1.706 -1.440  O24 0.967
21 N 1.030 -0.130 1.393  C1 1.389, H7 1.081, H8 1.017
22 N -2.781 -1.578 -0.043  C6 1.434, H18 1.022, H19 1.026
23 O 3.799 0.079 0.527  C2 1.216
24 O 3.186 -1.437 -1.016  C2 1.352, H20 0.967

Its strongest force on any atom is 4.83 eV/Å. The SMILES is NCCCC[C@H](N)C(=O)O. The LUMO energy comes out at 0.43 eV. The value obtained for the HOMO-LUMO gap is 0.345 hartree. For the energy relative to the best compared isomer or geometry (same formula, charge and spin), the calculation gives 2.9456 eV. As for the total charge: 0.